Record 1
A molecular structure, C25H29Cl3MoN7O5, computed with the ωB97M-V functional and the def2-TZVPD basis.

Calculated values
HOMO-LUMO gap (spin up / spin down) (eV): 7.20 / 7.87
Total charge: +1
HOMO (spin up / spin down) (eV): -9.61 / -10.49
Spin multiplicity: 3
ΔE to the lowest compared entry with this formula, charge and spin (eV): 0.697

Element x y z (Å)
Mo -0.165 -0.005 0.116
O -0.383 -2.887 -2.913
C -0.521 -1.933 -2.175
N 0.047 -1.730 -0.960
C 1.143 -2.614 -0.594
C 2.298 -1.740 -0.187
C 3.611 -2.186 -0.080
C 4.600 -1.289 0.247
C 4.263 0.037 0.481
C 2.941 0.403 0.369
N 1.981 -0.462 0.042
C -1.350 -0.740 -2.563
C -2.103 -0.682 -3.712
C -2.781 0.491 -3.994
C -2.681 1.550 -3.109
C -1.909 1.408 -1.974
N -1.245 0.277 -1.714
H 0.874 -3.278 0.227
H 1.415 -3.227 -1.449
H 3.832 -3.226 -0.291
H 5.635 -1.610 0.303
H 5.009 0.782 0.727
H 2.625 1.426 0.525
H -2.127 -1.553 -4.354
H -3.385 0.580 -4.890
H -3.197 2.484 -3.284
H -1.818 2.198 -1.245
Cl 2.339 6.407 -3.277
C 1.748 5.040 -2.388
C 1.857 3.776 -2.929
C 1.391 2.688 -2.213
Cl 1.529 1.118 -2.944
C 0.803 2.826 -0.943
O 0.347 1.814 -0.218
C 0.704 4.129 -0.450
Cl -0.034 4.370 1.106
C 1.171 5.227 -1.151
H 2.298 3.636 -3.906
H 1.075 6.220 -0.734
N 0.419 0.720 2.337
C 0.879 -0.318 3.276
C 0.244 -0.067 4.655
C 0.455 -1.044 5.809
C 1.875 -1.307 6.292
N 2.542 -2.169 5.319
C 3.805 -2.509 5.337
N 4.592 -2.180 6.371
N 4.322 -3.179 4.294
C 0.503 -1.668 2.662
O 0.921 -2.723 3.184
O -0.248 -1.602 1.647
H 0.913 1.597 2.447
H -0.569 0.916 2.494
H 1.969 -0.291 3.328
H -0.836 -0.024 4.486
H 0.548 0.935 4.970
H 0.010 -2.006 5.545
H -0.112 -0.670 6.662
H 1.821 -1.803 7.263
H 2.441 -0.379 6.414
H 2.009 -2.365 4.455
H 4.184 -1.810 7.211
H 5.535 -2.521 6.428
H 3.730 -3.389 3.506
H 5.247 -3.563 4.318
C -3.272 0.480 0.675
O -1.879 0.454 0.891
H -3.661 1.495 0.779
H -3.776 -0.150 1.407
H -3.557 0.114 -0.314

---

Record 2
A gas-phase ion, C7H10N5 (charge +1), computed with the ωB97M-V functional and the def2-TZVPD basis.

Calculated values
HOMO-LUMO gap (spin up / spin down) (eV): 7.70 / 7.70
Total charge: +1
HOMO (spin up / spin down) (eV): -12.06 / -12.06
ΔE to the lowest compared entry with this formula, charge and spin (eV): 4.382

Element x y z (Å)
C -0.235 1.409 -3.216
C 0.529 0.274 -3.042
C -0.981 1.965 -2.141
C 0.681 -0.383 -1.819
C -0.833 1.259 -0.886
C -0.003 0.112 -0.659
C 0.724 -1.331 1.170
N 1.652 -2.022 0.858
N -1.471 1.603 0.312
N 0.025 -0.362 0.678
N 0.309 -1.262 2.908
N -1.691 0.600 1.114
H -0.036 1.791 -4.270
H 1.112 -0.096 -3.932
H -1.728 2.703 -2.475
H 1.109 -1.380 -1.596
H 1.865 -2.936 1.184
H -1.139 2.554 0.781
H 0.353 -0.281 3.256
H 0.978 -1.819 3.438
H -0.642 -1.563 3.093
H -1.979 -0.278 0.505

---

Record 3
A gas-phase ion, C6H11N (charge -1), computed with the ωB97M-V functional and the def2-TZVPD basis.

Calculated values
HOMO-LUMO gap (spin up / spin down) (eV): 2.56 / 7.88
Total charge: -1
HOMO (spin up / spin down) (eV): 1.44 / -4.01
Spin multiplicity: 2
ΔE to the lowest compared entry with this formula, charge and spin (eV): 2.250

Element x y z (Å)
C 1.002 -0.132 -1.290
C -0.117 0.408 -1.922
N 0.035 1.206 -3.086
C 0.873 -1.108 -0.126
C 0.397 -0.708 1.129
C -0.656 0.082 1.448
C -0.997 0.480 2.796
H 1.934 -0.003 -1.749
H -1.092 0.030 -1.559
H -0.883 1.346 -3.486
H 0.879 0.951 -3.642
H 1.911 -1.636 -0.188
H 0.180 -1.789 -0.381
H 0.896 -1.310 2.002
H -1.184 0.504 0.515
H -0.112 0.276 3.330
H -1.286 1.581 2.927
H -1.779 -0.177 3.281

---

Record 4
A gas-phase ion, C8H8ClN4O (charge +1), computed with the ωB97M-V functional and the def2-TZVPD basis.

Calculated values
HOMO-LUMO gap (spin up / spin down) (eV): 7.10 / 7.10
Total charge: +1
HOMO (spin up / spin down) (eV): -12.39 / -12.39
ΔE to the lowest compared entry with this formula, charge and spin (eV): 3.019

Element x y z (Å)
C -3.058 1.680 -0.141
C -2.152 2.570 -0.072
C -2.941 0.232 -0.036
C -0.458 0.413 0.057
C 2.860 -1.322 -0.048
C 1.916 -0.358 0.086
C -1.390 -1.751 0.314
C 0.501 -0.671 0.098
N -1.730 -0.232 0.131
N 0.766 2.517 0.123
N -0.002 -1.820 0.266
N -0.105 1.679 -0.059
O -2.132 -2.576 -0.528
Cl -4.297 -0.689 0.178
H -4.086 2.110 -0.411
H -1.936 3.644 -0.120
H 3.901 -1.152 -0.153
H 2.413 -2.340 -0.193
H 2.148 0.736 -0.045
H -1.751 -1.892 1.319
H 1.760 2.600 -0.096
H -1.942 -2.471 -1.441

---

Record 5
3 unconnected molecules or ions with the total composition C25H15BF3N4O6S, computed with the ωB97M-V functional and the def2-TZVPD basis.

Calculated values
HOMO-LUMO gap (eV): 4.84
Total charge: -1
HOMO (eV): -4.21
ΔE to the lowest compared entry with this formula, charge and spin (eV): 1.001

Element x y z (Å)
N 0.298 -3.991 3.269
C 0.499 -2.861 3.059
C 0.725 -1.496 2.758
C 1.890 -0.781 2.977
C 1.823 0.634 2.869
N 2.616 1.331 3.828
O 3.444 0.659 4.491
O 2.447 2.564 3.998
C 0.780 1.337 2.191
C -0.452 0.655 2.166
N -1.467 0.939 4.897
O -2.509 1.102 5.351
O -2.512 -0.145 3.162
N -1.631 -1.237 3.050
C -0.466 -0.727 2.543
H 2.815 -1.263 3.303
H 0.725 2.416 2.215
C -0.139 3.859 -1.682
C 0.857 3.443 -0.666
C 1.451 4.260 0.291
C 2.445 3.623 1.060
C 2.546 2.240 0.797
B -2.093 1.033 2.322
C 3.791 1.491 0.927
C 3.945 0.233 0.330
C 5.098 -0.510 0.530
C 6.122 0.022 1.305
C 7.386 -0.761 1.508
F 8.494 -0.001 1.246
F 7.513 -1.217 2.795
F 7.455 -1.859 0.703
C 6.002 1.270 1.910
C 4.848 2.011 1.705
O -2.255 2.331 3.018
C -2.978 3.094 2.159
C -3.445 2.319 1.052
C -4.512 2.767 0.276
C -5.125 3.967 0.641
C -4.581 4.780 1.645
C -3.467 4.368 2.388
O -2.907 1.089 1.066
S 1.505 1.857 -0.589
H -0.162 4.949 -1.734
H 0.120 3.469 -2.672
H -1.140 3.502 -1.406
H 1.168 5.310 0.374
H 3.045 4.145 1.806
H 3.144 -0.185 -0.280
H 5.191 -1.489 0.071
H 6.795 1.667 2.541
H 4.758 3.002 2.154
H -4.862 2.161 -0.561
H -6.041 4.277 0.134
H -5.048 5.742 1.867
H -2.999 4.998 3.143

---

Record 6
2 unconnected molecules or ions with the total composition C3H3BrOS, computed with the ωB97M-V functional and the def2-TZVPD basis.

Calculated values
HOMO-LUMO gap (eV): 8.56
HOMO (eV): -9.39
ΔE to the lowest compared entry with this formula, charge and spin (eV): 1.172

Element x y z (Å)
C -0.478 1.701 -0.443
C -1.135 0.898 0.370
O -1.659 0.020 0.938
H -0.798 2.733 -0.603
H 0.363 1.405 -0.840
S 2.417 -1.350 0.749
C 0.904 -1.716 0.325
Br 0.176 -1.473 -1.366
H 0.208 -2.218 0.869

---

Record 7
C5H8O in the gas phase, computed with the ωB97M-V functional and the def2-TZVPD basis.

Calculated values
HOMO-LUMO gap (eV): 10.07
HOMO (eV): -9.31
ΔE to the lowest compared entry with this formula, charge and spin (eV): 3.002

Element x y z (Å)
C -1.988 -0.206 0.586
C -1.111 0.815 0.833
C 0.280 0.895 0.042
C 0.542 -0.282 -0.905
C 1.788 -1.046 -0.299
O 2.613 -0.423 0.367
H -3.035 -0.135 0.904
H -1.656 -1.152 0.487
H -1.385 1.829 1.341
H 0.458 1.869 -0.414
H 1.099 0.823 0.911
H -0.306 -0.916 -1.119
H 0.947 0.075 -2.020
H 1.753 -2.146 -0.714

---

Record 8
A gas-phase ion, C11H18FN2OS3 (charge +1), computed with the ωB97M-V functional and the def2-TZVPD basis.

Calculated values
HOMO-LUMO gap (eV): 6.50
Total charge: +1
HOMO (eV): -11.16

Element x y z (Å)
O 2.280 2.045 2.309
C 2.425 2.049 0.900
C 3.824 1.613 0.449
C 3.909 0.153 -0.009
C 3.147 -0.073 -1.328
S 2.212 -1.566 -1.557
F 3.380 -2.611 -1.638
C 1.487 -1.993 -0.004
C 0.269 -1.086 0.252
C -1.081 -1.817 0.059
S -2.288 -0.738 -0.720
C -3.616 -0.678 0.428
S -3.668 -1.358 1.883
N -4.665 0.093 -0.109
C -4.635 1.466 -0.223
C -5.826 1.794 -0.808
N -6.562 0.674 -1.071
C -5.858 -0.332 -0.643
H 2.388 1.147 2.630
H 1.670 1.378 0.475
H 2.178 3.044 0.547
H 4.201 2.263 -0.339
H 4.483 1.744 1.304
H 3.583 -0.515 0.786
H 4.960 -0.071 -0.178
H 3.864 -0.126 -2.151
H 2.482 0.756 -1.572
H 1.166 -3.027 -0.123
H 2.218 -1.948 0.796
H 0.266 -0.205 -0.389
H 0.323 -0.713 1.271
H -0.947 -2.659 -0.619
H -1.461 -2.201 1.000
H -3.826 2.084 0.117
H -6.169 2.785 -1.048
H -6.113 -1.375 -0.678

---

no.,maximum force (eV/A)
1,1.621
2,3.005
3,5.805
4,4.894
5,4.423
6,5.871
7,5.203
8,0.828